ORCA calculation (wB97M-V/def2-TZVPD) on a 2-piece molecular cluster, C5H8O overall at a distorted geometry.

ΔE to the lowest compared entry with this formula, charge and spin = 532.0 kJ/mol
Kohn-Sham gap = 9.03 eV
LUMO level = 0.03367 hartree

The geometry in XYZ format:
```
14
Properties=species:S:1:pos:R:3:forces:R:3
C -0.2022 0.2461 -0.7575 -0.3 -2.0 4.1
C -0.3097 0.3867 0.5696 -0.2 -2.3 -2.2
C -0.5262 -0.9836 0.0560 3.1 1.0 1.3
C 0.0198 0.8845 -2.0187 0.4 2.4 -0.1
C -0.0432 1.0513 1.8260 0.5 0.4 0.7
O -1.6893 -1.7089 0.0584 -0.1 -0.1 -0.9
H 0.9115 -1.9167 0.6329 -2.8 1.3 -1.3
H 0.3458 0.1814 -2.7697 -0.4 0.1 -0.5
H 0.7548 1.7795 -1.9580 -1.1 -1.6 0.0
H -0.9909 1.3409 -2.0870 0.5 -0.2 -1.4
H 1.0036 1.3856 1.8177 -0.2 0.0 0.2
H -0.2078 0.4036 2.6973 0.1 0.1 -0.4
H -0.6715 1.9179 1.9335 -0.2 0.5 0.2
H -1.8445 -2.2784 0.8191 0.6 0.3 0.2
```
Positions in Å, forces in eV/Å.

Atom charges from the Mulliken analysis, given in e for atoms 1 to 2: number 1, C, carries 0.30; number 2, C, carries 0.24